[1]
A 2-piece molecular cluster, C3H7S overall, computed with ωB97M-V with the def2-TZVPD basis set.

Properties
- Highest occupied orbital energy: -0.0832 hartree
- Max |F|: 1.01 eV/A
- Energy relative to the best compared isomer or geometry (same formula, charge and spin): 0.9193 eV
- Charge: -1
- Gap between HOMO and LUMO: 5.42 eV
- E_tot: -14059.541 eV
- E_LUMO: 3.155 eV

Last columns: bonded neighbours and bond lengths (Å).
Cartesian coordinates (Å):
1 S 3.27024 3.60526 3.11281  H2 1.344
2 H 2.79076 2.38576 3.41188  S1 1.344
3 C -1.54684 -0.56975 -1.46638  C4 1.523, H6 1.085, H7 1.086, H8 1.086
4 C -0.73616 -0.70883 -0.18422  C3 1.523, C5 1.321, H9 1.083
5 C 0.57924 -0.81975 -0.13435  C4 1.321, H10 1.078, H11 1.083
6 H -1.59419 -1.48866 -2.04172  C3 1.085
7 H -1.10913 0.22366 -2.06551  C3 1.086
8 H -2.55513 -0.28992 -1.17469  C3 1.086
9 H -1.33106 -0.58545 0.71253  C4 1.083
10 H 1.05412 -0.63691 0.81655  C5 1.078
11 H 1.17814 -1.11542 -0.98688  C5 1.083

Results of the Löwdin charge analysis, in e, for atoms 1 through 2:
1 S -0.47
2 H -0.53

=====

[2]
A 10-piece molecular cluster, C23H37Cl18N3O overall, computed with ωB97M-V with the def2-TZVPD basis set.

Properties
- Highest occupied orbital energy: -0.2650 hartree
- Max |F|: 12.57 eV/A
- Charge: 0
- Gap between HOMO and LUMO: 7.34 eV
- E_tot: -256357.308 eV
- E_LUMO: 0.124 eV
- SMILES string: COC[C@](C#N)(CC#N)CCCCn1cccc1.ClCCl.ClCCl.ClCCl.ClCCl.ClCCl.ClCCl.ClCCl.ClCCl.ClCCl

Last columns: bonded neighbours and bond lengths (Å).
Cartesian coordinates (Å):
1 C -4.16876 4.19698 -2.19032  O2 1.472, H19 1.174, H20 1.178, H21 1.180
2 O -3.18577 3.10225 -2.23298  C1 1.472, C3 1.471
3 C -1.82518 3.55857 -1.90977  O2 1.471, C4 1.639, H22 1.189, H23 1.192
4 C -0.85148 2.42710 -1.23327  C3 1.639, C5 1.673, C7 1.639, C10 1.672
5 C 0.69704 2.79716 -1.74589  C4 1.673, N6 1.315
6 N 1.95387 2.96101 -2.09616  C5 1.315
7 C -1.13563 0.88534 -1.71009  C4 1.639, C8 1.658, H24 1.170, H25 1.190
8 C 0.10708 0.30178 -2.63943  C7 1.658, N9 1.316
9 N 1.04156 -0.22119 -3.40351  C8 1.316
10 C -0.98102 2.53741 0.42999  C4 1.672, C11 1.639, H26 1.194, H27 1.170
11 C 0.27686 1.85454 1.22857  C10 1.639, C12 1.640, H28 1.188, H29 1.192
12 C -0.13776 0.90595 2.49995  C11 1.640, C13 1.639, H30 1.192, H31 1.182
13 C -1.24368 -0.25787 2.16997  C12 1.639, N14 1.512, H32 1.191, H33 1.186
14 N -0.67104 -1.57887 1.70772  C13 1.512, C15 1.512, C18 1.542
15 C 0.65956 -2.26009 1.93760  N14 1.512, C16 1.664, H34 1.172
16 C 0.57262 -3.68321 1.07984  C15 1.664, C17 1.641, H35 1.175
17 C -0.91354 -3.75081 0.38745  C16 1.641, C18 1.647, H36 1.179
18 C -1.67911 -2.36613 0.84597  N14 1.542, C17 1.647, H37 1.187
19 H -3.73362 5.25569 -2.44935  C1 1.174
20 H -4.60907 4.21745 -1.09786  C1 1.178
21 H -5.06711 3.94562 -2.91223  C1 1.180
22 H -1.25703 3.98275 -2.86418  C3 1.189
23 H -1.95365 4.49675 -1.18507  C3 1.192
24 H -2.11672 0.72359 -2.32676  C7 1.170
25 H -1.20474 0.15156 -0.77516  C7 1.190
26 H -0.92145 3.70851 0.65244  C10 1.194
27 H -2.04295 2.19690 0.78381  C10 1.170
28 H 1.00624 1.22102 0.53669  C11 1.188
29 H 0.95169 2.73904 1.65722  C11 1.192
30 H 0.86338 0.36573 2.85476  C12 1.192
31 H -0.47535 1.57157 3.41712  C12 1.182
32 H -1.89243 -0.40400 3.15751  C13 1.191
33 H -2.01222 0.08603 1.33428  C13 1.186
34 H 1.53418 -1.82884 2.58818  C15 1.172
35 H 1.41419 -4.49496 0.96597  C16 1.175
36 H -1.36926 -4.59557 -0.29708  C17 1.179
37 H -2.78181 -2.01193 0.58545  C18 1.187
38 Cl -3.15758 3.37922 2.59478  C39 1.768
39 C -4.43094 2.15370 2.63042  Cl38 1.768, Cl40 1.768, H41 1.093, H42 1.093
40 Cl -3.85552 0.61897 1.96815  C39 1.768
41 H -4.74666 1.99866 3.66498  C39 1.093
42 H -5.27774 2.50297 2.03465  C39 1.093
43 Cl 3.05486 -6.23599 0.52720  C44 1.768
44 C 1.78150 -7.46151 0.56284  Cl43 1.768, Cl45 1.768, H46 1.093, H47 1.093
45 Cl 2.35693 -8.99624 -0.09943  C44 1.768
46 H 1.46579 -7.61655 1.59740  C44 1.093
47 H 0.93471 -7.11224 -0.03294  C44 1.093
48 Cl 1.65337 -3.65115 3.62880  C49 1.768
49 C 1.89174 -5.06472 4.66302  Cl48 1.768, Cl50 1.768, H51 1.093, H52 1.093
50 Cl 0.54608 -6.20062 4.50793  C49 1.768
51 H 2.81699 -5.56731 4.37091  C49 1.093
52 H 1.96239 -4.73690 5.70299  C49 1.093
53 Cl -4.84227 0.04776 -2.44035  C54 1.768
54 C -4.25097 -1.52366 -2.99317  Cl53 1.768, Cl55 1.768, H56 1.093, H57 1.093
55 Cl -2.93586 -2.10600 -1.96532  C54 1.768
56 H -5.07224 -2.24378 -2.96222  C54 1.093
57 H -3.88468 -1.42558 -4.01797  C54 1.093
58 Cl 4.23943 -3.53589 6.53276  C59 1.768
59 C 4.47779 -4.94946 7.56698  Cl58 1.768, Cl60 1.768, H61 1.093, H62 1.093
60 Cl 3.13213 -6.08536 7.41189  C59 1.768
61 H 5.40305 -5.45205 7.27487  C59 1.093
62 H 4.54845 -4.62164 8.60695  C59 1.093
63 Cl -0.39032 2.53376 5.89340  C64 1.768
64 C 0.15957 3.98577 5.04848  Cl63 1.768, Cl65 1.768, H66 1.093, H67 1.093
65 Cl 1.47828 3.61130 3.93227  C64 1.768
66 H -0.67585 4.40664 4.48372  C64 1.093
67 H 0.51173 4.71342 5.78368  C64 1.093
68 Cl 4.09251 -3.34500 -3.98269  C69 1.768
69 C 3.76685 -2.18125 -5.27274  Cl68 1.768, Cl70 1.768, H71 1.093, H72 1.093
70 Cl 4.48004 -2.70999 -6.80144  C69 1.768
71 H 2.68589 -2.08373 -5.39939  C69 1.093
72 H 4.19464 -1.21453 -4.99624  C69 1.093
73 Cl 8.35271 0.50760 -6.95903  C74 1.768
74 C 6.74521 0.57557 -7.69113  Cl73 1.768, Cl75 1.768, H76 1.093, H77 1.093
75 Cl 5.48224 0.34994 -6.47494  C74 1.768
76 H 6.61155 1.55051 -8.16615  C74 1.093
77 H 6.66205 -0.21477 -8.44109  C74 1.093
78 Cl -2.50162 8.03283 -2.38810  C79 1.768
79 C -2.98252 8.26511 -4.07315  Cl78 1.768, Cl80 1.768, H81 1.093, H82 1.093
80 Cl -3.20233 6.71369 -4.89162  C79 1.768
81 H -3.92418 8.81874 -4.10131  C79 1.093
82 H -2.20508 8.83292 -4.59004  C79 1.093

Results of the Löwdin charge analysis, in e, for atoms 1 through 2:
1 C -0.11
2 O -0.27

=====

[3]
An isolated ion of composition C6H15N2O and charge +1, computed with ωB97M-V with the def2-TZVPD basis set.

Properties
- Highest occupied orbital energy: -0.5209 hartree
- Max |F|: 4.01 eV/A
- Energy relative to the best compared isomer or geometry (same formula, charge and spin): 0.4920 eV
- Charge: +1
- Gap between HOMO and LUMO: 11.41 eV
- E_tot: -11485.968 eV
- E_LUMO: -2.759 eV
- SMILES string: C/C(N)=[NH+]/[C@@H](C)[C@H](C)O

Last columns: bonded neighbours and bond lengths (Å).
Cartesian coordinates (Å):
1 C 2.82467 -0.76641 1.10855  C2 1.447, H10 1.162, H11 1.110, H12 1.148
2 C 1.64107 0.04150 0.90495  C1 1.447, N3 1.324, N4 1.296
3 N 1.00351 0.57687 1.93433  C2 1.324, H13 0.949, H14 1.015
4 N 1.19699 0.21289 -0.30039  C2 1.296, C5 1.467, H15 1.010
5 C -0.16643 0.66009 -0.60770  N4 1.467, C6 1.494, C7 1.724, H16 1.027
6 C -0.18493 0.96749 -2.06960  C5 1.494, H17 1.100, H18 1.107, H19 1.138
7 C -1.30162 -0.57073 -0.19627  C5 1.724, C8 1.523, O9 1.436, H20 1.067
8 C -2.75145 -0.28014 -0.56024  C7 1.523, H21 1.127, H22 1.067, H23 1.122
9 O -1.28869 -0.64812 1.23801  C7 1.436, H24 1.045
10 H 3.53789 -0.16793 1.80312  C1 1.162
11 H 3.31398 -1.08955 0.16629  C1 1.110
12 H 2.39734 -1.80110 1.36287  C1 1.148
13 H 1.19671 0.48022 2.85884  N3 0.949
14 H 0.03839 0.81801 1.73243  N3 1.015
15 H 1.76449 -0.11726 -1.06800  N4 1.010
16 H -0.38641 1.53213 -0.11104  C5 1.027
17 H 0.58693 1.71225 -2.31248  C6 1.100
18 H 0.13434 0.03858 -2.58111  C6 1.107
19 H -1.20753 1.39983 -2.32096  C6 1.138
20 H -1.02369 -1.48163 -0.67836  C7 1.067
21 H -2.74279 0.26490 -1.54623  C8 1.127
22 H -2.92814 0.40324 0.23930  C8 1.067
23 H -3.41966 -1.17881 -0.49497  C8 1.122
24 H -2.23497 -1.00629 1.49863  O9 1.045

Results of the Löwdin charge analysis, in e, for atoms 1 through 2:
1 C 0.02
2 C -0.40